This record from the Open Molecules 2025 dataset describes a structure of composition C29H24Cl2GeN3SY. The level of theory is ωB97M-V/def2-TZVPD.

Geometry as XYZ:
```
61
Properties=species:S:1:pos:R:3:mulliken_charge:R:1
C -5.048 -1.715 3.831 -0.795
N 0.277 2.208 -0.702 0.242
H 0.450 5.044 0.725 0.260
C -2.745 -1.264 -1.290 -0.193
C 2.614 3.434 -3.324 -0.749
C 2.271 -1.758 0.245 -0.282
C 1.152 2.906 -1.543 0.535
S -2.539 2.455 3.292 -0.012
H -1.218 4.406 2.660 0.430
H -5.646 -1.095 0.056 0.507
C -0.803 -4.301 -0.177 0.358
C -0.955 -6.566 0.606 -0.542
C -1.449 3.392 2.376 -0.783
C -1.316 -0.715 -3.206 -0.659
H -7.381 -0.507 1.685 0.458
H -3.055 2.027 -2.210 0.484
C -2.030 -4.009 0.432 0.516
H 2.268 -2.828 0.420 0.383
C -4.055 -2.047 2.922 -0.161
C -0.053 3.061 0.271 0.125
C -2.701 -5.006 1.147 -0.515
H -0.258 -3.539 -0.725 0.215
C -0.983 2.672 1.323 0.058
H 3.140 3.168 -4.231 0.447
C -0.272 -5.576 -0.095 -0.797
N -1.487 1.379 1.244 0.522
H -2.689 -7.055 1.767 0.439
H -0.608 -1.036 -3.961 0.546
H -0.541 -7.564 0.664 0.428
Cl 1.157 -0.990 1.406 -0.044
H -4.902 -1.910 4.885 0.471
C 2.144 5.135 -1.647 -1.111
C -4.253 -1.808 1.555 0.266
H -1.281 1.357 -3.821 0.523
C 1.804 2.505 -2.708 -0.625
C -2.698 1.004 -2.224 -0.565
Y -0.626 0.088 -0.608 0.682
H -2.847 0.216 2.372 0.216
C -3.206 0.080 -1.316 -0.157
Cl 1.678 -1.461 -1.418 -0.058
H 3.427 5.423 -3.319 0.433
N 0.544 4.245 0.116 0.021
C -1.698 0.630 -3.137 -0.593
H 3.252 -1.308 0.347 0.415
H -3.923 0.413 -0.574 0.417
C 1.327 4.192 -1.034 0.663
C -1.828 -1.645 -2.301 -0.095
Ge -2.860 -2.295 0.349 -0.094
H -3.137 -2.503 3.277 0.492
H 2.277 6.131 -1.247 0.458
H -7.017 -0.907 4.093 0.466
H 1.692 1.506 -3.115 0.323
C -2.162 -6.282 1.226 -0.694
C -2.323 1.154 2.237 -0.024
C -6.237 -1.151 3.384 -0.527
C 2.780 4.729 -2.801 -0.558
H 0.666 -5.811 -0.580 0.455
C -6.442 -0.919 2.029 -0.837
C -5.453 -1.242 1.112 -0.030
H -3.650 -4.798 1.625 0.423
H -1.505 -2.678 -2.366 0.824
```

Spin multiplicity: 2
Gap between HOMO and LUMO (spin up / spin down) (eV): 6.0 / 6.3
LUMO energy (spin up / spin down) (eV): -9.42 / -10.35
Relative energy (zero: lowest compared OMol25 entry of this formula, charge and spin) (kcal per mole): 0.65
Charge: +3
Maximum force (eV/A): 0.20


This record from the Open Molecules 2025 dataset describes a structure of composition C29H24FN6O3Tl. The level of theory is ωB97M-V/def2-TZVPD.

Geometry as XYZ:
```
64
Properties=species:S:1:pos:R:3:mulliken_charge:R:1
H -6.688 -0.777 -0.204 0.186
N 2.881 -3.027 -0.758 0.134
C 2.602 -4.056 -1.710 0.496
H 4.249 -1.575 1.793 0.484
C 2.192 4.890 1.251 -0.390
C 3.655 -4.753 -2.283 -0.391
H -5.722 0.593 -2.772 0.422
H 3.854 1.870 -0.636 0.249
H 4.678 -4.510 -2.028 0.518
C 1.284 -4.335 -2.037 -0.324
C -6.461 2.097 2.984 -0.667
C 2.858 3.939 0.515 -0.629
H -3.169 2.126 3.795 0.603
H -7.120 -0.467 -2.632 0.419
H 4.188 -6.306 -3.662 0.463
C 3.781 -3.094 0.283 -0.360
N 3.142 1.616 0.037 -0.057
H 4.358 -3.981 0.477 0.505
H -3.899 -0.193 -1.574 0.519
H -8.267 0.965 -1.109 0.383
N -5.075 0.514 -0.056 0.148
C 2.530 2.558 0.714 0.761
C 1.015 -5.322 -2.968 -0.800
H -0.005 -5.558 -3.238 0.447
O -1.618 1.266 2.006 -0.678
O -1.459 0.825 -1.664 -0.510
C -2.675 1.039 1.406 1.320
C 1.776 -7.062 -4.511 -0.022
C -2.697 0.431 0.088 0.162
C 2.063 -6.032 -3.548 0.444
C -5.302 2.290 3.715 0.023
C -5.165 1.132 1.218 -0.643
C -3.992 1.368 1.959 0.341
H 2.417 5.941 1.129 0.464
C 2.304 -1.811 -0.717 -0.350
C 3.705 -1.900 0.923 -0.774
C -7.366 1.220 -0.553 -0.936
C -3.908 0.232 -0.583 -0.092
H 0.673 5.166 2.758 0.421
H 2.917 0.577 0.165 0.432
N 2.773 -1.095 0.291 -0.629
C -6.348 0.109 -0.749 0.592
H -5.528 -1.129 -2.356 0.550
H -7.407 2.414 3.405 0.547
F -5.391 2.838 4.923 -0.315
C -7.676 1.377 0.923 -0.938
C 0.961 3.070 2.285 -0.056
H -6.975 2.150 -0.975 0.336
C -4.066 1.950 3.220 -0.997
C -6.142 -0.242 -2.208 -1.952
O -0.521 -0.610 -0.207 -0.637
H 0.198 2.739 2.980 0.478
N 1.548 -7.883 -5.280 -0.431
H 1.552 -1.493 -1.421 0.583
C 1.228 4.463 2.152 -0.728
C 3.382 -5.751 -3.202 -0.835
Tl 0.443 -0.570 2.106 0.836
N 1.579 2.144 1.607 -0.023
C -1.425 0.128 -0.632 0.114
H 0.476 -3.798 -1.558 0.566
H -8.311 2.245 1.099 0.491
H 3.622 4.204 -0.204 0.351
C -6.413 1.524 1.725 1.024
H -8.232 0.505 1.280 0.351
```

Spin multiplicity: 1
Gap between HOMO and LUMO (spin up / spin down) (eV): 5.3 / 4.8
LUMO energy (spin up / spin down) (eV): -8.31 / -8.75
Relative energy (zero: lowest compared OMol25 entry of this formula, charge and spin) (kcal per mole): 2.56
Charge: +2
Maximum force (eV/A): 0.18


This record from the Open Molecules 2025 dataset describes a structure of composition C29H24N4O5S2W. The level of theory is ωB97M-V/def2-TZVPD.

Geometry as XYZ:
```
65
Properties=species:S:1:pos:R:3:mulliken_charge:R:1
C 0.402 4.797 -1.053 -0.485
C -1.703 5.289 0.756 -0.781
N -2.091 -0.075 -1.569 -0.250
C -2.139 -0.110 -0.287 0.851
C 1.389 -4.206 2.132 0.855
C 0.576 -5.200 1.677 -0.627
H -5.625 2.592 2.574 0.435
H 1.307 4.657 -1.647 0.427
C -1.209 4.005 0.522 0.307
C -2.760 0.943 1.928 -0.302
H -1.086 -2.511 -1.741 0.089
C 2.918 0.516 -1.899 1.431
C 2.248 -1.967 2.019 0.960
C -2.998 0.673 0.559 0.397
H 2.332 -5.434 3.728 0.455
C -0.138 6.065 -0.852 -0.591
S 2.323 -0.336 1.293 -0.375
H -2.271 -3.646 -1.050 0.394
H 0.621 -6.277 2.061 0.367
C -0.161 3.738 -0.381 0.491
C 3.118 -3.419 3.645 -0.798
C -5.123 1.881 0.657 -1.114
H -1.841 0.507 2.351 0.323
N 0.500 -2.616 0.600 0.344
C 3.123 -2.195 2.996 -0.468
C 1.366 -2.927 1.589 -0.292
H 4.179 -1.035 -2.550 0.518
C -1.142 -3.461 -1.174 -1.392
C 3.981 1.539 -2.106 -1.485
C 2.137 -1.748 -2.380 0.896
H -3.475 1.887 3.647 0.557
C 2.320 -4.446 3.259 -1.000
H -1.420 7.364 0.394 0.416
H -0.903 -5.661 0.115 0.599
N 1.399 2.191 -1.361 -0.930
H -6.040 2.159 0.237 0.600
H 1.215 -2.900 -3.679 0.329
C -4.138 1.197 -0.046 0.669
H -1.624 3.104 1.028 0.130
N 1.774 0.837 -1.234 0.851
H 2.078 -3.814 -2.342 0.235
C -1.180 6.376 0.046 -0.602
H -0.819 -4.269 -1.822 0.498
H 0.295 6.927 -1.359 0.373
H 3.091 -3.243 -3.693 0.435
C -3.644 1.714 2.624 -0.839
O 0.969 -1.524 -1.798 -0.600
H 3.679 -3.573 4.571 0.397
O -1.196 -0.901 0.305 -0.753
H -2.517 5.484 1.397 0.462
H 3.988 1.917 -3.137 0.314
O -0.155 1.331 0.096 -0.310
S -3.038 1.027 -2.397 0.362
H 3.963 2.329 -1.442 0.428
W 0.601 -0.524 -0.190 1.322
C -0.257 -4.940 0.613 -1.028
O -2.298 2.316 -2.221 -0.417
H 3.891 -1.415 3.294 0.398
H 4.942 0.988 -2.109 0.463
C 3.186 -0.823 -2.196 -1.853
C 0.371 2.402 -0.549 0.734
C 2.151 -3.010 -3.100 -1.011
O -4.321 0.895 -1.409 -0.454
C -0.292 -3.581 0.094 1.002
C -4.828 2.140 1.970 -0.353
```

Spin multiplicity: 1
Gap between HOMO and LUMO (spin up / spin down) (eV): 5.3 / 5.3
LUMO energy (spin up / spin down) (eV): -8.36 / -8.36
Charge: +2
Maximum force (eV/A): 4.12